Formula: C2H2O4P
Source: the OMol25 dataset
Level of theory: wB97M-V/def2-TZVPD

Summary:
LUMO level   0.1426 hartree
SMILES string   O=[P@@H](O)C1=C([O-])O1

Geometry as ORCA input:
```
! RIJCOSX wB97M-V def2-TZVPD def2/J DEFGRID3
* xyz -1 1
O -0.04739 -2.13271 1.09098
P -0.02307 -1.12615 0.06410
O -1.12016 0.05505 0.44322
C 1.36981 -0.11541 -0.60136
C 2.53288 0.07182 0.10707
O 3.12185 0.77191 0.90169
O 2.69265 -0.97121 -0.68736
H -0.62098 -1.65195 -1.20405
H -1.11730 0.99503 0.17628
*
```



Formula: C2H2O4P
Source: the OMol25 dataset
Level of theory: wB97M-V/def2-TZVPD

Summary:
LUMO level   0.1281 hartree
SMILES string   O=C=C(O)[P@@H](=O)[O-]

Geometry as ORCA input:
```
! RIJCOSX wB97M-V def2-TZVPD def2/J DEFGRID3
* xyz -1 1
O 0.56561 2.74054 -0.72661
C 0.12494 1.68508 -0.40990
C -0.30197 0.55996 -0.01385
O -1.84480 0.34567 0.58258
P 0.60214 -1.02924 -0.07416
O 2.04330 -0.75093 -0.10995
O 0.01593 -1.90289 1.00810
H -1.47248 -0.25980 1.12981
H 0.26735 -1.38839 -1.38602
*
```



Formula: C2H2O4Pr
Source: the OMol25 dataset
Level of theory: wB97M-V/def2-TZVPD

Summary:
LUMO level (alpha / beta)   -0.2293 / -0.2131 hartree
<S²>   2.01

Geometry as ORCA input:
```
! RIJCOSX wB97M-V def2-TZVPD def2/J DEFGRID3
* xyz 1 3
C -2.10317 1.29169 -1.55954
O -2.00643 0.98458 -0.37316
H -1.46311 2.07801 -1.99430
H -2.96977 0.96681 -2.15923
O 2.77850 -1.61291 -0.78486
C 1.84206 -1.04674 -0.21074
O 1.28016 -1.49342 0.89206
O 1.33073 0.10592 -0.61823
Pr -0.19428 0.23099 1.12320
*
```



Formula: C2H2O4S2
Source: the OMol25 dataset
Level of theory: wB97M-V/def2-TZVPD

Summary:
LUMO level   0.2168 hartree
SMILES string   O=S(=O)([O-])CC([O-])=S

Geometry as ORCA input:
```
! RIJCOSX wB97M-V def2-TZVPD def2/J DEFGRID3
* xyz -2 1
O 2.13294 1.08079 -0.10120
S 1.36618 -0.11673 0.39591
O 1.26609 -0.34523 1.80715
O 1.80492 -1.32210 -0.30338
C -0.20639 0.48147 -0.25927
C -1.69464 -0.50801 -0.32659
O -1.83570 -1.31044 -1.25959
S -2.61315 -0.20120 0.94341
H -0.34578 1.43288 0.29461
H 0.12554 0.80858 -1.19104
*
```



Formula: C2H2O4S2
Source: the OMol25 dataset
Level of theory: wB97M-V/def2-TZVPD

Summary:
LUMO level   -0.0184 hartree
SMILES string   O=[S@]12=[S@@](=O)(O1)O2.C#C

Geometry as ORCA input:
```
! RIJCOSX wB97M-V def2-TZVPD def2/J DEFGRID3
* xyz 0 1
O -3.96681 1.92736 0.32177
S -4.09017 0.67340 -0.34017
S -2.44140 -1.05726 0.30701
O -2.58386 -2.30040 -0.37528
O -2.55522 0.17078 -0.83426
O -3.98070 -0.54752 0.80693
C 0.23012 -0.50169 -0.13405
C 0.68415 0.55920 0.18066
H -0.07458 -1.45931 -0.44778
H 1.02761 1.51379 0.45001
*
```



Formula: C2H2OS
Source: the OMol25 dataset
Level of theory: wB97M-V/def2-TZVPD

Summary:
LUMO level (alpha / beta)   -0.0070 / -0.1115 hartree
<S²>   2.01

Geometry as ORCA input:
```
! RIJCOSX wB97M-V def2-TZVPD def2/J DEFGRID3
* xyz 0 3
C 0.84027 0.55022 0.18441
C 2.01553 0.38907 0.32124
O -2.06998 -0.72905 0.03565
S -1.44103 0.79934 0.07340
H 2.97234 0.17991 0.12814
H -2.31713 -1.18949 -0.74284
*
```



Formula: C2H2OS2
Source: the OMol25 dataset
Level of theory: wB97M-V/def2-TZVPD

Summary:
LUMO level (alpha / beta)   -0.1025 / -0.1011 hartree

Geometry as ORCA input:
```
! RIJCOSX wB97M-V def2-TZVPD def2/J DEFGRID3
* xyz 0 1
C -1.22146 0.66115 -0.32999
C -1.57993 -0.21205 0.42317
O 2.36515 -0.31695 0.14239
S 1.94195 1.15633 -0.13372
S 1.47085 -1.67482 0.07573
H -0.96098 1.19559 -1.27524
H -2.01558 -0.80924 1.09766
*
```



Formula: C2H2OS2
Source: the OMol25 dataset
Level of theory: wB97M-V/def2-TZVPD

Summary:
LUMO level   -0.0647 hartree
SMILES string   O=C(S)C=S

Geometry as ORCA input:
```
! RIJCOSX wB97M-V def2-TZVPD def2/J DEFGRID3
* xyz 0 1
O 0.05156 0.03472 1.48335
C -0.07943 0.06371 0.27303
S -0.91463 1.66223 -0.22007
C 0.48618 -0.97000 -0.73351
S 0.70068 -2.51936 -0.23255
H -1.23837 2.01893 1.13711
H 0.99401 -0.29023 -1.70735
*
```



Formula: C2H2S
Source: the OMol25 dataset
Level of theory: wB97M-V/def2-TZVPD

Summary:
LUMO level   -0.0405 hartree
SMILES string   C#S#C

Geometry as ORCA input:
```
! RIJCOSX wB97M-V def2-TZVPD def2/J DEFGRID3
* xyz 0 1
C -0.68341 -1.11237 -0.47516
S 0.43349 -0.88635 0.70178
C 0.16072 0.80605 0.60090
H -0.81264 0.00036 -0.76657
H 0.90184 1.19231 -0.06094
*
```



Formula: C2H2S2
Source: the OMol25 dataset
Level of theory: wB97M-V/def2-TZVPD

Summary:
LUMO level   -0.0906 hartree
SMILES string   S=CC=S

Geometry as ORCA input:
```
! RIJCOSX wB97M-V def2-TZVPD def2/J DEFGRID3
* xyz 0 1
S 2.13065 -0.05389 -0.30383
C 0.53279 0.41199 0.11416
C -0.53822 -0.43886 0.08995
S -2.04646 0.06579 -0.30781
H 0.36922 1.54800 0.20567
H -0.44798 -1.53304 0.20187
*
```



Formula: C2H2S3
Source: the OMol25 dataset
Level of theory: wB97M-V/def2-TZVPD

Summary:
LUMO level   -0.0167 hartree

Geometry as ORCA input:
```
! RIJCOSX wB97M-V def2-TZVPD def2/J DEFGRID3
* xyz 0 1
C 2.10542 0.52671 -0.32283
C -1.62110 -0.26435 0.27227
S 1.64403 1.94402 -0.06114
S 2.56561 -0.89063 -0.68880
S -0.71108 -1.59511 -0.02122
H -2.04565 -0.08216 1.34245
H -1.93724 0.36152 -0.52072
*
```



Formula: C2H2S5
Source: the OMol25 dataset
Level of theory: wB97M-V/def2-TZVPD

Summary:
LUMO level (alpha / beta)   -0.0324 / -0.0791 hartree
<S²>   2.02

Geometry as ORCA input:
```
! RIJCOSX wB97M-V def2-TZVPD def2/J DEFGRID3
* xyz 0 3
C -0.96611 -0.45432 -1.25709
C 0.53145 -0.00624 0.93031
S -2.36157 0.23073 -0.78802
S -0.59851 0.53918 2.01462
S -2.25824 -0.65764 1.23054
S -0.14558 -0.11335 -2.71158
S 2.12226 0.39164 0.89995
H 1.04299 -0.94945 -2.40470
H 2.63332 1.01946 2.08598
*
```